No. 1
DFT (ωB97M-V/def2-TZVPD) results for a molecular structure, C12H15HgN5O2S4.

Atoms and positions in Å:
Hg  1.66386  -2.30288  0.68549
C  -3.44298  2.13648  1.12817
O  -2.47219  2.50258  0.15314
C  -1.86991  1.55033  -0.60820
O  -1.21145  1.89039  -1.55536
N  -2.15001  0.25943  -0.22543
N  -1.58494  -0.77458  -0.99204
H  -3.89138  3.07061  1.45939
H  -2.97884  1.64581  1.98575
H  -4.21136  1.49444  0.69470
H  -2.20632  0.09301  0.77392
H  -2.29516  -1.48133  -1.13187
H  -0.81240  -1.20092  -0.48714
S  0.14560  -4.09173  -0.33449
S  1.47069  -5.65611  -0.02588
S  3.29280  -4.91313  -0.57284
S  3.75661  -3.51081  0.89380
N  1.64754  1.06809  0.17676
C  0.76239  0.71526  1.22592
C  0.24556  1.72277  1.99285
C  -0.60577  1.42394  3.10189
C  -0.97530  0.07861  3.25524
C  -0.46039  -0.88121  2.42829
N  0.48925  -0.60417  1.43905
C  1.71762  0.53526  -1.10587
C  1.89675  1.40409  -2.19201
C  2.02450  0.87064  -3.45092
C  1.96074  -0.51049  -3.62580
C  1.77624  -1.28923  -2.50558
N  1.67886  -0.77895  -1.27442
H  1.76982  2.06814  0.16064
H  0.46818  2.74950  1.72655
H  -0.98041  2.20229  3.75012
H  -1.66999  -0.22713  4.02945
H  -0.72564  -1.92533  2.53018
H  1.87993  2.47435  -2.03495
H  2.14748  1.52726  -4.30326
H  2.04337  -0.96521  -4.60242
H  1.70661  -2.37008  -2.56280

Computed properties:
Energy relative to the best compared isomer or geometry (same formula, charge and spin) (kJ/mol): 2.0
DFT total energy (Eh): -2636.80059
2S+1: 2
Charge: -1
Frontier orbital gap (spin up / spin down) (eV): 5.1 / 7.3

Partial charges, Mulliken, in e: Hg 1.0083; C -0.6332; O -0.3275; C 0.6104; O -0.5630; N -0.0029; N -0.4807; H 0.2581; H 0.1856; H 0.3331; H 0.2507; H 0.2788; H 0.0506; S -0.5139; S -0.1066; S -0.1578; S -0.4389; N -0.1138; C 0.4415; C -0.4446; C -1.0064; C -0.2728; C -0.6685; N -0.2956; C 0.6739; C -0.7969; C -0.4499; C -0.7610; C -0.2909; N 0.1946; H 0.2709; H 0.2740; H 0.3926; H 0.3703; H 0.3579; H 0.3144; H 0.3647; H 0.3958; H 0.2989

---

No. 2
DFT (ωB97M-V/def2-TZVPD) results for a molecular structure, C21H33N4O4RuSSb2.

Atoms and positions in Å:
Ru  0.35459  0.76036  -0.59525
C  -2.30542  3.36783  -1.95985
Sb  -2.14322  1.58586  -0.81951
C  -3.46172  0.17571  -1.70776
C  -3.05215  2.06084  1.06944
C  -2.96398  0.87412  1.96011
C  -3.90959  -0.14623  1.82613
C  -3.85416  -1.28280  2.61478
C  -2.85129  -1.41274  3.56946
C  -1.91181  -0.40502  3.72084
C  -1.94480  0.73849  2.92080
C  -0.88304  1.76733  3.09608
Sb  0.83179  1.26082  1.90475
C  2.20556  2.86426  2.14727
C  1.68029  -0.42156  2.87847
H  -3.37093  3.56863  -2.06645
H  -1.86028  3.26572  -2.94713
H  -1.83903  4.18542  -1.41592
H  -4.46365  0.60319  -1.67164
H  -3.44120  -0.75526  -1.14324
H  -3.19087  -0.00819  -2.74607
H  -4.08547  2.35580  0.88488
H  -2.53581  2.94175  1.44861
H  -4.72460  -0.02915  1.12217
H  -4.61175  -2.04673  2.51085
H  -2.82352  -2.27776  4.21742
H  -1.16207  -0.48999  4.49859
H  -0.52590  1.78929  4.12694
H  -1.17927  2.78390  2.84412
H  2.35580  2.98372  3.21998
H  1.77929  3.77548  1.73575
H  3.16735  2.66267  1.67947
H  2.11490  -0.08337  3.81860
H  2.45332  -0.88672  2.26915
H  0.88718  -1.14054  3.08041
N  4.22112  0.16777  -0.55808
C  3.40749  0.03570  -1.60923
N  3.84485  -0.57299  -2.70939
O  2.22572  0.49965  -1.58391
H  5.15677  -0.20472  -0.54537
H  3.89351  0.65184  0.25789
H  4.78213  -0.93199  -2.79702
H  3.23653  -0.64504  -3.50682
N  1.80721  3.24815  -2.63981
C  1.21311  3.69714  -1.53147
N  1.18062  5.00478  -1.29051
O  0.65973  2.90108  -0.70146
H  2.24545  3.87166  -3.29827
H  1.95780  2.25272  -2.73883
H  1.60036  5.68264  -1.90661
H  0.67168  5.34480  -0.49173
O  1.01194  -7.39431  -2.05543
C  1.53721  -6.21044  -2.31283
O  2.51302  -6.06728  -2.98876
C  0.90203  -4.97875  -1.69409
C  1.07486  -3.78310  -2.40295
C  0.63480  -2.59253  -1.87590
C  0.02437  -2.57594  -0.62190
S  -0.53466  -1.14021  0.16333
C  -0.18923  -3.77571  0.06874
C  0.26166  -4.97330  -0.46189
H  0.15819  -7.35446  -1.60023
H  1.56840  -3.83183  -3.36339
H  0.74943  -1.66664  -2.43264
H  -0.68565  -3.75676  1.03158
H  0.13500  -5.88705  0.10471

Computed properties:
Energy relative to the best compared isomer or geometry (same formula, charge and spin) (kJ/mol): 0.0
DFT total energy (Eh): -2312.68013
Charge: +3
Frontier orbital gap (spin up / spin down) (eV): 4.8 / 4.9

Partial charges, Mulliken, in e: Ru 0.4305; C -1.2128; Sb 0.8610; C -1.1743; C -1.5339; C 0.5319; C -0.3204; C -0.8714; C -0.8951; C -0.3736; C 0.4349; C -1.5440; Sb 1.0578; C -1.1834; C -1.1714; H 0.4505; H 0.3980; H 0.3450; H 0.4396; H 0.3817; H 0.4113; H 0.7313; H 0.4507; H 0.5442; H 0.4950; H 0.5006; H 0.5872; H 0.7349; H 0.5825; H 0.4570; H 0.3179; H 0.3846; H 0.4806; H 0.3808; H 0.3361; N -0.3450; C 0.7181; N -0.4026; O -0.6339; H 0.2233; H 0.0630; H 0.2009; H 0.2327; N -0.3074; C 0.4703; N -0.3804; O -0.2627; H 0.2055; H 0.0788; H 0.1976; H 0.2516; O -0.4225; C 0.5175; O -0.4740; C 0.5243; C -0.9378; C -0.4255; C 0.4111; S 0.2553; C -0.6522; C -0.8658; H 0.3272; H 0.4926; H 0.5399; H 0.5613; H 0.3935

---

No. 3
DFT (ωB97M-V/def2-TZVPD) results for a molecular structure, C32H56F24K4N4O28S8.

Atoms and positions in Å:
K  -2.41495  -1.40648  -1.82643
K  4.02536  -2.66587  1.98225
K  -1.12695  -5.44294  0.04346
K  -0.22249  1.93787  -1.24157
C  4.02876  -5.70559  0.34352
F  5.08681  -5.45970  1.18641
F  3.65448  -4.66739  -0.47271
F  4.54798  -6.70788  -0.42325
S  2.51502  -6.15882  1.32798
O  1.38182  -6.07031  0.38970
O  2.79288  -7.50584  1.80972
N  2.45255  -4.88285  2.40653
S  1.22428  -5.07063  3.24709
O  0.06218  -4.51279  2.55378
O  0.97755  -6.45012  3.67248
C  1.63937  -3.94455  4.72468
F  2.02824  -2.69526  4.26564
F  0.51511  -3.84105  5.49272
F  2.64030  -4.44605  5.42744
C  1.67922  -0.95946  -2.56788
F  2.92525  -1.39303  -2.91272
F  1.69660  0.35957  -2.46912
F  0.69633  -1.33625  -3.43810
S  1.24822  -1.75618  -0.88227
O  0.67771  -3.04296  -1.32039
O  2.54471  -1.82164  -0.17858
N  0.00669  -0.64807  -0.31795
S  -0.27440  -1.44152  0.97913
O  -1.16635  -2.59187  0.76896
O  0.88858  -1.61613  1.86398
C  -1.44785  -0.18338  1.92816
F  -2.67444  -0.05546  1.28533
F  -1.65070  -0.68183  3.17087
F  -0.76803  1.01408  1.92961
C  -2.07195  0.26783  -5.23160
F  -1.49119  -0.73637  -4.59630
F  -1.49408  0.33780  -6.40117
F  -3.39721  -0.03968  -5.36554
S  -1.79386  1.92592  -4.31884
O  -0.38238  1.87043  -3.97252
O  -2.29379  2.98585  -5.17657
N  -2.63673  1.60567  -2.80305
S  -3.86484  2.56840  -2.82566
O  -3.55758  4.04087  -2.76500
O  -4.93792  2.27422  -3.81196
C  -4.65988  1.97128  -1.10480
F  -3.90440  2.50887  -0.15257
F  -5.93486  2.27458  -0.77665
F  -4.67430  0.60805  -1.15691
C  -1.75982  -4.27187  -5.18877
F  -1.53072  -5.24977  -6.08512
F  -0.79178  -3.42444  -4.94836
F  -2.83818  -3.56501  -5.62821
S  -2.15744  -5.13607  -3.45340
O  -2.78255  -6.42109  -3.81557
O  -0.84893  -5.38775  -2.79770
N  -3.14385  -3.92506  -2.55660
S  -4.32498  -4.69712  -2.00025
O  -5.46220  -4.93950  -2.93173
O  -3.86509  -5.76800  -1.14649
C  -5.04218  -3.39295  -0.74620
F  -6.03469  -3.92353  -0.13734
F  -4.15535  -3.02242  0.22539
F  -5.57036  -2.34501  -1.55166
C  1.26658  0.64157  5.43515
O  2.25429  -0.12446  6.24079
C  3.64106  0.16135  5.95148
C  4.64995  -0.23855  7.05408
O  4.49792  -1.55946  7.40740
C  5.22543  -1.92387  8.48657
C  5.28115  -3.34028  8.79986
O  4.00722  -3.97420  8.81215
C  4.01819  -5.37486  8.93633
H  1.67026  0.72821  4.42637
H  1.17968  1.71142  5.62484
H  0.27817  0.21114  5.27430
H  3.70825  1.23171  5.75676
H  4.03133  -0.25258  5.02172
H  4.34159  0.36369  7.90867
H  5.64486  -0.04894  6.65120
H  4.94347  -1.52031  9.45906
H  6.24221  -1.60222  8.26118
H  5.85155  -3.37830  9.72792
H  5.95966  -3.77199  8.06409
H  3.00973  -5.78641  8.89465
H  4.37124  -5.69615  9.91625
H  4.64599  -5.86659  8.19325
C  6.26915  1.67825  -3.58334
O  5.50213  1.62096  -4.79121
C  4.04088  1.45418  -4.65528
C  3.38344  1.79807  -5.95532
O  3.52793  3.17156  -6.21944
C  2.70233  3.60505  -7.29442
C  3.27128  4.84918  -8.06211
O  3.50656  5.91723  -7.09126
C  2.35371  6.67489  -6.76133
H  7.33100  1.44630  -3.66569
H  5.85764  1.01354  -2.82378
H  6.28124  2.66995  -3.13113
H  3.53884  1.91997  -3.80729
H  3.96771  0.36742  -4.61403
H  2.38044  1.37290  -5.99159
H  3.91153  1.26917  -6.74873
H  1.68401  3.74886  -6.93326
H  2.51021  2.79005  -7.99225
H  2.49701  5.15238  -8.76686
H  4.25732  4.68167  -8.49545
H  2.14940  7.28902  -7.63837
H  2.36668  7.22974  -5.82320
H  1.49807  6.00395  -6.68509
C  2.63681  2.41583  1.27773
O  2.23460  3.32087  0.25478
C  3.23926  3.72561  -0.60700
C  2.69713  4.70250  -1.60353
O  1.75001  4.03921  -2.45579
C  1.41066  4.76540  -3.68296
C  0.54806  6.02313  -3.38051
O  0.07500  6.65069  -4.57032
C  -1.13448  7.39703  -4.51050
H  1.68493  2.47601  1.80537
H  3.44928  2.77637  1.90861
H  2.73309  1.38564  0.93489
H  3.68345  2.85252  -1.08502
H  4.08198  4.24847  -0.15475
H  3.52066  4.90978  -2.28685
H  2.36947  5.61349  -1.10270
H  0.82272  4.05242  -4.26097
H  2.22379  4.89490  -4.39720
H  1.02918  6.72129  -2.69553
H  -0.31688  5.54493  -2.92084
H  -1.13426  8.25452  -5.18342
H  -1.32225  7.77285  -3.50472
H  -1.89311  6.68380  -4.83280
C  -5.60786  -0.78697  7.02781
O  -5.98670  -1.17530  5.66025
C  -4.98593  -1.23507  4.67474
C  -5.54683  -1.76347  3.24570
O  -6.66587  -0.98760  2.81248
C  -6.82370  -0.88064  1.39354
C  -7.45940  0.50432  1.11244
O  -8.76249  0.65977  1.78182
C  -9.36263  1.92064  1.50842
H  -5.07346  0.15737  7.13139
H  -4.89021  -1.56510  7.28782
H  -6.40371  -0.82240  7.77177
H  -4.38218  -2.07042  5.02938
H  -4.36506  -0.33973  4.64333
H  -5.67386  -2.84239  3.33453
H  -4.67477  -1.65244  2.60128
H  -7.49345  -1.66958  1.05135
H  -5.96218  -0.96609  0.73128
H  -7.55526  0.65567  0.03727
H  -6.80357  1.24813  1.56491
H  -8.57282  2.61651  1.79137
H  -10.24701  2.12936  2.11043
H  -9.38497  2.18003  0.44997

Computed properties:
DFT total energy (Eh): -11559.94726
2S+1: 2
Charge: +1
Frontier orbital gap (spin up / spin down) (eV): 6.6 / 1.7

Atom charges from the Mulliken analysis, given in e for atoms 1 to 99: K 1.0570; K 0.9149; K 0.9851; K 0.9110; C 0.4972; F -0.2344; F -0.1477; F -0.2079; S 0.5931; O -0.5929; O -0.5292; N -0.0109; S 0.6661; O -0.5787; O -0.6338; C 0.5344; F -0.2288; F -0.1819; F -0.1943; C -0.1240; F -0.1831; F 0.0735; F 0.1265; S 1.0544; O -0.5323; O -0.4259; N -0.0608; S 0.0973; O -0.2873; O -0.1195; C -0.0970; F 0.0190; F -0.0975; F -0.0924; C 0.4188; F -0.0994; F -0.1555; F -0.2079; S 0.5530; O -0.2890; O -0.5949; N -0.0195; S 0.8499; O -0.6556; O -0.6366; C 0.4955; F -0.1947; F -0.2093; F -0.1510; C 0.5823; F -0.1527; F -0.0905; F -0.2073; S 0.8136; O -0.5234; O -0.5092; N -0.0795; S 0.6574; O -0.4436; O -0.4668; C 0.6235; F -0.1480; F -0.0598; F -0.1986; C -0.6874; O -0.3673; C -0.2562; C -0.7309; O -0.1018; C -0.5123; C -0.6298; O -0.2665; C -0.8274; H 0.0855; H 0.4753; H 0.3312; H 0.5217; H 0.0798; H 0.3351; H 0.3499; H 0.2965; H 0.3399; H 0.3795; H 0.3185; H 0.2546; H 0.3593; H 0.3248; C -0.6679; O -0.4517; C 0.4349; C -0.8616; O -0.2591; C -0.3860; C -0.7426; O -0.4101; C -0.5854; H 0.2864; H 0.2041; H 0.2672